Molecular formula: C6H6O4STi
Method: DFT, ωB97M-V/def2-TZVPD

The geometry in XYZ format:
```
18
Properties=species:S:1:pos:R:3:forces:R:3:lowdin_spin:R:1
Ti -0.39123 -0.40202 -0.26019 -0.151 -0.155 -0.109 1.379
C 1.34648 1.11213 -0.70413 0.042 0.027 -0.039 0.108
C 0.25328 1.84013 -0.20689 0.001 0.043 0.004 0.074
C -0.28870 1.53767 1.06054 -0.019 0.049 0.037 0.108
C 0.24250 0.47545 1.80973 0.013 0.001 0.038 0.076
C 1.34290 -0.25880 1.31789 0.039 -0.008 0.047 0.109
C 1.87772 0.04865 0.05607 0.039 0.005 0.003 0.074
H 1.74838 1.33365 -1.68170 -0.005 -0.005 -0.003 0.006
H -0.18887 2.62316 -0.80584 -0.013 -0.014 -0.011 0.001
H -1.14175 2.08773 1.42975 -0.010 -0.008 -0.010 0.005
H -0.20011 0.21031 2.75887 -0.010 -0.010 -0.005 0.002
H 1.73814 -1.08708 1.88742 -0.008 -0.009 -0.006 0.005
H 2.68767 -0.54457 -0.34327 -0.014 -0.013 -0.014 0.001
O -2.79701 -2.77430 -1.96625 0.006 0.004 -0.009 0.009
S -1.89692 -1.88537 -1.32873 0.087 0.078 0.062 0.009
O -1.79121 -1.94381 0.18422 -0.010 0.002 0.043 0.011
O -2.11590 -0.39493 -1.51582 -0.012 0.034 -0.009 0.011
O -0.42538 -1.97802 -1.69166 0.027 -0.022 -0.019 0.011
```
Positions in Å, forces in eV/Å.

Summary:
Spin multiplicity: 3
Energy in eV: -48460.0742
LUMO energy (alpha / beta) in Eh: -0.024 / -0.040